Entry 1:
Below is C36H64B2N6P2SbSe4Ti as an isolated structure, with properties calculated with ωB97M-V with the def2-TZVPD basis set.

CARTESIAN COORDINATES (ANGSTROEM)
1 Ti 1.07378 -1.04918 -0.92041
2 C 1.55877 -3.77255 2.72420
3 C 0.13732 -3.55963 2.19699
4 C -0.69193 -4.79757 2.61073
5 C -0.54799 -2.36596 2.89420
6 P 0.15303 -3.25111 0.32760
7 C -1.64280 -2.91762 0.02924
8 N -1.85894 -1.49640 0.22691
9 B -0.92090 -0.37537 0.08634
10 N -1.70295 0.76448 0.52274
11 C -1.27511 2.14551 0.69474
12 P 0.16306 2.35328 1.86319
13 C -0.65360 2.56130 3.54565
14 C -1.53105 3.79081 3.76631
15 C -1.50370 1.30360 3.76160
16 C 0.46922 2.53897 4.59173
17 C 0.79054 4.01916 1.24373
18 C 1.81418 4.56953 2.23995
19 C 1.51987 3.68547 -0.08633
20 C -0.25904 5.10096 0.96676
21 C -3.00763 0.36608 0.79718
22 C -4.12712 1.09448 1.16278
23 C -5.32610 0.41762 1.37601
24 C -5.40789 -0.95916 1.21709
25 C -4.29200 -1.69722 0.83092
26 C -3.09871 -1.02683 0.62111
27 C 0.72774 -4.80015 -0.56983
28 C 2.26555 -4.78582 -0.53515
29 C 0.21543 -6.12599 -0.00901
30 C 0.30865 -4.70191 -2.04413
31 H 1.51425 -3.90278 3.80942
32 H 1.99650 -4.67955 2.30804
33 H 2.23235 -2.94591 2.51034
34 H -1.02072 -4.65748 3.64289
35 H -1.58680 -4.94530 2.00731
36 H -0.10927 -5.71487 2.58133
37 H -0.34414 -2.43939 3.96617
38 H -0.24354 -1.38320 2.54676
39 H -1.62920 -2.40840 2.76100
40 H -1.94307 -3.24582 -0.96895
41 H -2.23696 -3.48242 0.75169
42 H -0.95872 2.55684 -0.26158
43 H -2.12095 2.75190 1.02519
44 H -2.30744 3.88153 3.00337
45 H -2.03208 3.70987 4.73654
46 H -0.94903 4.71280 3.77468
47 H -2.39581 1.29440 3.13797
48 H -0.93856 0.39190 3.55095
49 H -1.82783 1.26417 4.80625
50 H 1.13348 3.39827 4.51214
51 H 0.03341 2.54270 5.59590
52 H 1.07552 1.63679 4.48666
53 H 2.56112 3.81485 2.49824
54 H 2.33686 5.41769 1.78977
55 H 1.34076 4.92204 3.15859
56 H 1.41493 2.63955 -0.39092
57 H 1.14480 4.29504 -0.90847
58 H 2.59103 3.87009 -0.01241
59 H -0.78987 5.41988 1.86232
60 H 0.24581 5.97756 0.54980
61 H -0.99515 4.77766 0.22887
62 H -4.09045 2.17068 1.27411
63 H -6.20717 0.97871 1.65893
64 H -6.35238 -1.46333 1.37429
65 H -4.36982 -2.76412 0.66514
66 H 2.67308 -4.80769 0.47521
67 H 2.62912 -5.67415 -1.05719
68 H 2.66753 -3.90850 -1.04630
69 H 0.62957 -6.34496 0.97367
70 H -0.87392 -6.16335 0.04663
71 H 0.53958 -6.92328 -0.68192
72 H 0.74151 -3.83039 -2.53225
73 H 0.69364 -5.58868 -2.55391
74 H -0.77271 -4.67974 -2.18562
75 C 1.17127 1.46105 -4.24898
76 C 0.85987 2.49625 -5.35814
77 N -0.56509 2.85375 -5.33877
78 C -1.35681 1.64017 -5.55549
79 C -1.03353 0.57896 -4.46931
80 N -0.05912 1.11821 -3.52070
81 C -0.60723 2.33236 -2.92379
82 C -0.89285 3.39382 -4.02061
83 H 1.90182 1.85356 -3.53668
84 H 1.59055 0.54280 -4.66421
85 H 1.09683 2.10478 -6.34913
86 H 1.44685 3.40602 -5.21739
87 H -1.13450 1.26391 -6.55619
88 H -2.41431 1.91651 -5.53578
89 H -0.61204 -0.32583 -4.91062
90 H -1.93023 0.28136 -3.92226
91 H 0.11996 2.70466 -2.20323
92 H -1.51995 2.05925 -2.38527
93 H -0.29196 4.29355 -3.86601
94 H -1.94505 3.69146 -4.02208
95 Se 5.15546 0.36124 -5.54532
96 Sb 5.09924 0.76113 -3.22519
97 Se 6.34786 -0.52670 -1.64710
98 Se 4.38611 2.90159 -2.41336
99 Se 2.69906 -0.97724 -2.48111
100 C 4.18923 0.93476 2.57681
101 C 3.13053 0.12114 2.96386
102 C 2.27089 -0.34832 1.99736
103 N 2.42999 -0.10643 0.68882
104 C 3.46273 0.66604 0.32369
105 C 4.34712 1.21990 1.23594
106 H 4.87309 1.33640 3.31367
107 H 2.95558 -0.12858 4.00183
108 H 1.41350 -0.94016 2.26145
109 H 3.58986 0.86420 -0.72984
110 H 5.15310 1.82992 0.85211
111 B -2.34626 -2.72395 -3.85235
112 C -1.19819 -2.07915 -2.99296
113 N -0.39783 -1.67858 -2.26004
114 H -2.63980 -3.74232 -3.24597
115 H -3.27258 -1.94392 -3.86332
116 H -1.92215 -2.96793 -4.95786

Cartesian forces (eV/Å) of the 2 atoms listed first:
0.1 0.3 -0.2
0.0 0.0 0.1

Output
**Molar mass**: 1149.989 g mol⁻¹
**Multiplicity**: 1
**Total energy**: -13166.71919 hartree
**Orbital gap (spin up / spin down)**: 5.985 / 5.981 eV
**Charge**: -1

Löwdin population analysis, charges in e, atoms 1 to 99: 0.448, -0.085, -0.639, -0.093, -0.096, 1.135, -0.277, -0.044, -0.433, -0.009, -0.285, 1.161, -0.704, -0.092, -0.090, -0.109, -0.680, -0.108, -0.120, -0.092, -0.187, -0.034, -0.107, -0.108, -0.016, -0.179, -0.674, -0.091, -0.088, -0.091, 0.092, 0.062, 0.067, 0.088, 0.070, 0.061, 0.097, 0.029, 0.089, 0.074, 0.080, 0.059, 0.076, 0.074, 0.084, 0.063, 0.064, 0.061, 0.089, 0.056, 0.083, 0.060, 0.073, 0.088, 0.060, 0.043, 0.078, 0.049, 0.054, 0.087, 0.074, 0.100, 0.094, 0.093, 0.105, 0.060, 0.094, 0.051, 0.059, 0.087, 0.088, 0.059, 0.095, 0.063, -0.215, -0.143, -0.165, -0.152, -0.165, -0.153, -0.160, -0.157, 0.031, 0.074, 0.115, 0.114, 0.112, 0.110, 0.115, 0.103, 0.082, 0.113, 0.111, 0.109, -0.177, -0.245, -0.174, -0.103, 0.262

---

Entry 2:
Below is a 10-piece molecular cluster, C6H30NO10 overall in a non-equilibrium geometry, with properties calculated with ωB97M-V with the def2-TZVPD basis set.

CARTESIAN COORDINATES (ANGSTROEM)
1 C -0.16746 1.90616 3.04093
2 C -0.10364 1.06777 1.73740
3 C 1.22664 1.47176 0.95468
4 C 2.45104 0.94386 1.63669
5 C 3.09029 -0.12035 1.16668
6 N -1.33619 1.47585 1.02556
7 C -1.87396 0.79765 -0.11782
8 O -1.01635 0.81021 -1.24839
9 H 0.80776 2.37296 3.24081
10 H -0.49985 1.26884 3.85891
11 H -0.76442 2.80992 3.02209
12 H -0.03291 0.04034 2.04503
13 H 1.23955 2.58152 0.81657
14 H 1.13366 1.22859 -0.10922
15 H 2.75349 1.69364 2.34975
16 H 2.73786 -0.74586 0.32804
17 H 3.88693 -0.63291 1.67658
18 H -1.29952 2.46629 0.76612
19 H -2.19343 -0.24546 0.00351
20 H -2.73764 1.34315 -0.50069
21 H -2.12825 -1.00348 3.30315
22 H -1.09184 -1.90781 4.30773
23 O -1.90197 -1.76900 3.82857
24 H 0.60866 1.13942 -3.75287
25 H -0.67703 1.55090 -2.88268
26 O -0.25449 1.55156 -3.76201
27 H -0.17044 -2.09623 -1.56486
28 H -0.56966 -3.21877 -2.61090
29 O -0.78794 -2.93385 -1.72020
30 H 3.49859 1.88724 -1.83065
31 H 3.75730 0.46256 -1.39904
32 O 3.50970 0.98691 -2.16869
33 H -1.45214 3.04107 -1.77553
34 H -0.55201 3.20464 -2.92018
35 O -1.04131 3.76071 -2.27533
36 H -0.93768 -4.19380 -0.42702
37 H 0.19455 -4.66046 0.38694
38 O -0.69287 -4.97379 0.12784
39 H 0.56123 -2.65034 1.18709
40 H 0.97130 -2.09076 -0.11724
41 O 1.33208 -2.67654 0.60034
42 H 1.18600 -0.73010 -2.13107
43 H -0.20553 0.17311 -1.06998
44 O 0.79471 -0.81624 -1.25534
45 H -3.07334 -1.78535 -2.19980
46 H -4.18162 -1.31118 -1.32024
47 O -3.99786 -1.47434 -2.25125

Cartesian forces (eV/Å) of the 2 atoms listed first:
1.1 0.0 0.2
0.4 3.1 -0.7

Output
**Molar mass**: 276.303 g mol⁻¹
**Multiplicity**: 1
**Total energy**: -1053.76863 hartree
**Orbital gap**: 8.829 eV
**Charge**: -1

Computed Löwdin charges, given in elementary charges: -0.068, -0.328, -0.185, -0.177, -0.004, -0.020, -0.296, -0.178, 0.061, 0.063, 0.066, 0.119, 0.123, 0.080, 0.084, 0.045, 0.045, 0.115, 0.113, 0.114, 0.022, 0.028, -0.056, 0.035, -0.002, -0.068, 0.029, 0.041, -0.124, 0.035, 0.012, -0.058, -0.001, 0.004, -0.090, -0.014, 0.003, -0.123, 0.032, -0.016, -0.102, 0.002, -0.004, -0.322, 0.020, 0.020, -0.074

---

Entry 3:
Below is a 3-piece molecular cluster, C19H33BF9N2O7S2 overall in a non-equilibrium geometry, with properties calculated with ωB97M-V with the def2-TZVPD basis set.

CARTESIAN COORDINATES (ANGSTROEM)
1 C 4.78694 -0.22617 -0.16167
2 C 3.41174 -0.15588 0.51580
3 C 2.89362 1.29018 0.57850
4 C 1.39807 1.50242 0.19696
5 C 1.19728 3.04071 0.23242
6 C -0.13797 3.60920 -0.20986
7 O -1.17287 3.47875 0.36159
8 N -0.08483 4.37823 -1.43719
9 C -0.00650 5.80512 -1.15088
10 C -1.16409 4.04470 -2.34875
11 C 0.60240 0.82769 1.37240
12 O 0.59445 -0.42295 1.35548
13 O 0.11315 1.58391 2.23102
14 N 1.13252 0.82349 -1.07692
15 C -0.28022 0.53715 -1.33224
16 C -0.56815 -0.97875 -1.26718
17 C -1.82639 -1.38556 -0.52337
18 F -1.61221 -2.62180 0.04030
19 F -2.15582 -0.55346 0.49312
20 C -3.10247 -1.60071 -1.37701
21 F -2.76654 -2.42042 -2.41500
22 F -4.04398 -2.25073 -0.65905
23 C -3.72872 -0.34612 -2.02839
24 F -2.88070 0.20826 -2.91391
25 F -4.80203 -0.79693 -2.73533
26 C -4.27329 0.75926 -1.06579
27 F -3.35669 1.67829 -0.82217
28 F -4.72434 0.24686 0.07138
29 F -5.30385 1.36872 -1.67554
30 B 1.86764 1.25359 -2.25178
31 O 2.66602 0.30577 -2.90690
32 O 1.79469 2.50241 -2.82373
33 H 4.67364 -0.02498 -1.23009
34 H 5.45341 0.54801 0.22749
35 H 5.24288 -1.20334 0.00010
36 H 2.69772 -0.81564 0.04119
37 H 3.57514 -0.49530 1.53634
38 H 3.54003 1.99335 0.04092
39 H 2.93762 1.59705 1.62588
40 H 1.95826 3.55448 -0.35714
41 H 1.34018 3.34852 1.26660
42 H 0.48888 6.30688 -1.98460
43 H 0.63349 5.95083 -0.28225
44 H -0.99924 6.23623 -0.98756
45 H -0.78653 4.11254 -3.37255
46 H -2.03748 4.69896 -2.24938
47 H -1.48724 3.01836 -2.20764
48 H -0.49617 0.84285 -2.36254
49 H -0.96024 1.10801 -0.70529
50 H 0.25697 -1.47479 -0.76728
51 H -0.59164 -1.37402 -2.28139
52 H 3.50856 0.68384 -3.17353
53 H 2.00972 2.47902 -3.75929
54 C -6.19909 -1.95593 1.65846
55 S -6.95012 -3.11835 2.79792
56 O -8.31045 -3.43055 2.28086
57 C -7.15720 -1.94510 4.14435
58 H -6.01910 -2.47111 0.71950
59 H -6.87656 -1.11773 1.49444
60 H -5.25094 -1.60646 2.06747
61 H -7.76903 -1.10856 3.80675
62 H -6.17825 -1.59537 4.47182
63 H -7.65538 -2.46008 4.96314
64 C 7.06569 -4.87675 0.76058
65 S 5.42516 -4.36256 1.29253
66 O 5.34687 -2.89476 1.09291
67 C 5.70379 -4.63798 3.04697
68 H 7.12260 -4.73967 -0.31705
69 H 7.81875 -4.25969 1.25120
70 H 7.21347 -5.92907 1.00488
71 H 6.54968 -4.03664 3.38042
72 H 5.89188 -5.69749 3.22331
73 H 4.80340 -4.33228 3.57525

Cartesian forces (eV/Å) of the 2 atoms listed first:
-0.3 0.1 -0.2
1.0 0.5 0.1

Output
**Molar mass**: 647.408 g mol⁻¹
**Multiplicity**: 1
**Total energy**: -3100.11012 hartree
**Orbital gap**: 6.732 eV
**Charge**: -1

Computed Löwdin charges, given in elementary charges: -0.113, -0.224, -0.124, -0.320, -0.040, -0.426, 0.133, -0.192, -0.082, -0.085, -0.661, -0.021, -0.017, 0.069, -0.130, -0.032, -0.420, 0.102, 0.133, -0.347, 0.129, 0.134, -0.319, 0.163, 0.135, -0.542, 0.194, 0.181, 0.163, -0.738, 0.145, 0.178, 0.050, 0.067, 0.021, 0.099, 0.102, 0.111, 0.125, 0.110, 0.127, 0.078, 0.087, 0.080, 0.079, 0.079, 0.062, 0.111, 0.107, 0.125, 0.124, 0.086, 0.102, -0.283, 0.805, -0.565, -0.278, 0.039, 0.061, 0.060, 0.055, 0.055, 0.044, -0.277, 0.829, -0.537, -0.273, 0.047, 0.055, 0.048, 0.056, 0.048, 0.052

---

Entry 4:
Below is a 2-piece molecular cluster, C18H19Cl6NO3 overall in a non-equilibrium geometry, with properties calculated with ωB97M-V with the def2-TZVPD basis set.

CARTESIAN COORDINATES (ANGSTROEM)
1 Cl 0.01262 1.11469 -1.47219
2 C 2.79108 -3.00135 -1.75462
3 Cl 1.30325 -3.35207 -0.92583
4 C 2.56370 -2.33659 -3.06884
5 O 1.47676 -1.90264 -3.46285
6 C 3.80600 -2.03863 -3.82643
7 Cl 3.61252 -1.40641 -5.40141
8 C 5.02881 -2.03187 -3.17777
9 Cl 6.42708 -1.39058 -3.98095
10 C 5.06767 -2.14930 -1.73672
11 Cl 6.46059 -1.64077 -0.87640
12 C 3.88907 -2.51125 -1.04817
13 Cl 3.78091 -2.26123 0.66327
14 C -4.07923 1.33684 -2.54629
15 O -3.55500 0.30118 -1.69728
16 C -3.08745 0.72733 -0.52022
17 O -3.18492 1.89554 -0.16607
18 C -2.54123 -0.41422 0.32517
19 C -3.69459 -1.04101 1.11507
20 C -3.42091 -0.79408 2.58929
21 C -1.98867 -0.31008 2.71152
22 N -1.60711 0.03531 1.35399
23 C -0.42785 0.56490 1.16022
24 C -0.28625 1.68381 0.14936
25 C 0.64136 2.78465 0.69546
26 C 1.91107 2.35221 1.43724
27 C 2.00954 0.87976 1.79787
28 C 0.61295 0.38032 2.20409
29 H -4.36136 0.81833 -3.46125
30 H -4.94634 1.80556 -2.07613
31 H -3.31273 2.09009 -2.74331
32 H -2.03550 -1.09071 -0.38439
33 H -4.64904 -0.61369 0.79316
34 H -3.72124 -2.09961 0.86029
35 H -4.07924 -0.02654 2.99107
36 H -3.56463 -1.69041 3.17915
37 H -1.88665 0.56595 3.37289
38 H -1.34592 -1.10588 3.12422
39 H -1.23073 2.24486 -0.00063
40 H 0.82572 3.43056 -0.16779
41 H 0.03481 3.32683 1.45066
42 H 2.80725 2.71590 0.92907
43 H 1.85595 2.89816 2.38728
44 H 2.41288 0.29524 0.96646
45 H 2.68571 0.74088 2.64978
46 H 0.32238 0.90819 3.12863
47 H 0.66691 -0.68820 2.46034

Cartesian forces (eV/Å) of the 2 atoms listed first:
0.7 -0.7 -0.8
-0.6 1.9 -1.1

Output
**Molar mass**: 510.072 g mol⁻¹
**Multiplicity**: 1
**Total energy**: -3738.81247 hartree
**Orbital gap**: 3.476 eV

Computed Löwdin charges, given in elementary charges: 0.783, -0.622, 0.589, -0.532, -0.082, -0.655, 0.677, -0.698, 0.630, -0.755, 0.609, -0.733, 0.630, -0.014, -0.017, -0.479, 0.087, -0.130, -0.080, -0.123, -0.104, 0.039, -0.114, -0.640, -0.171, -0.185, -0.170, -0.099, 0.103, 0.101, 0.102, 0.180, 0.133, 0.131, 0.122, 0.119, 0.146, 0.142, 0.087, 0.120, 0.129, 0.121, 0.112, 0.092, 0.127, 0.149, 0.142